[1]
One molecule with the formula C21H21ClO5S, computed with ωB97M-V/def2-TZVPD.

charge = 0
max |F| = 0.960 eV Å⁻¹
SMILES = CCCCCCc1cc2cc(S(=O)(=O)c3ccc(Cl)cc3)c(=O)oc2cc1O
calculated total energy = -55713.105 eV
HOMO = -8.85 eV
orbital gap = 8.33 eV

Cartesian coordinates (Å):
C1 -6.187 -4.882 0.728
C2 -5.833 -3.575 0.029
C3 -5.872 -2.388 0.989
C4 -5.512 -1.077 0.295
C5 -5.536 0.104 1.261
C6 -5.220 1.433 0.562
C7 -3.851 1.411 -0.052
C8 -2.722 1.485 0.729
C9 -1.435 1.409 0.181
C10 -0.232 1.483 0.942
C11 0.960 1.392 0.320
S1 2.491 1.559 1.259
O1 2.137 1.306 2.633
O2 3.077 2.829 0.942
C12 3.537 0.232 0.670
C13 4.604 0.512 -0.159
C14 5.384 -0.527 -0.633
C15 5.072 -1.829 -0.265
Cl1 6.036 -3.129 -0.856
C16 4.000 -2.108 0.573
C17 3.225 -1.062 1.042
C18 1.080 1.208 -1.110
O3 2.116 1.079 -1.712
O4 -0.094 1.158 -1.812
C19 -1.302 1.256 -1.211
C20 -2.433 1.194 -2.015
C21 -3.696 1.268 -1.449
O5 -4.807 1.208 -2.211
H1 -5.484 -5.086 1.533
H2 -6.155 -5.712 0.026
H3 -7.187 -4.829 1.152
H4 -6.535 -3.399 -0.789
H5 -4.833 -3.654 -0.405
H6 -5.172 -2.566 1.809
H7 -6.872 -2.307 1.421
H8 -4.514 -1.166 -0.142
H9 -6.214 -0.891 -0.520
H10 -4.810 -0.067 2.058
H11 -6.525 0.177 1.719
H12 -5.960 1.617 -0.216
H13 -5.275 2.241 1.294
H14 -2.818 1.604 1.798
H15 -0.260 1.610 2.015
H16 4.800 1.538 -0.426
H17 6.221 -0.336 -1.286
H18 3.780 -3.127 0.848
H19 2.391 -1.235 1.704
H20 -2.307 1.082 -3.082
H21 -4.571 1.119 -3.143

=====

[2]
A 7-piece molecular cluster, C20H28Cl25N3OP overall in a non-equilibrium geometry, computed with ωB97M-V/def2-TZVPD.

charge = -1
max |F| = 2.889 eV Å⁻¹
calculated total energy = -350060.209 eV
HOMO = -4.28 eV
orbital gap = 5.71 eV

Cartesian coordinates (Å):
C1 0.444 1.792 -1.749
C2 -0.268 0.654 -2.532
N1 0.329 -0.647 -2.542
P1 0.274 -1.805 -1.190
N2 1.451 -2.792 -2.142
Cl1 2.098 -0.832 -0.344
C3 0.307 -2.944 0.361
C4 1.259 -4.152 0.394
C5 1.195 -4.954 1.714
C6 1.209 -4.099 2.991
C7 0.032 -5.996 1.706
O1 -1.046 -2.586 -1.974
C8 -1.426 -3.895 -1.755
C9 -2.654 -4.129 -0.816
C10 -0.970 -0.694 -0.135
C11 -0.538 0.049 0.945
C12 -1.464 0.814 1.645
C13 -2.741 0.733 1.180
C14 -3.109 -0.054 0.131
N3 -2.232 -0.772 -0.532
H1 -0.081 2.045 -0.820
H2 1.509 1.597 -1.601
H3 0.392 2.716 -2.342
H4 -0.173 1.028 -3.577
H5 -1.362 0.782 -2.378
H6 0.087 -1.175 -3.368
H7 1.119 -3.706 -2.402
H8 2.394 -2.725 -1.801
H9 -0.688 -3.160 0.782
H10 0.742 -2.311 1.145
H11 1.168 -4.864 -0.434
H12 2.282 -3.746 0.329
H13 2.114 -5.563 1.743
H14 1.508 -4.741 3.835
H15 1.972 -3.316 2.925
H16 0.210 -3.714 3.221
H17 0.447 -6.976 1.985
H18 -0.726 -5.749 2.458
H19 -0.377 -6.120 0.699
H20 -1.812 -4.266 -2.729
H21 -0.674 -4.660 -1.497
H22 -3.184 -5.017 -1.195
H23 -2.331 -4.413 0.194
H24 -3.339 -3.280 -0.814
H25 0.471 0.084 1.329
H26 -1.168 1.424 2.491
H27 -3.508 1.331 1.675
H28 -4.158 -0.063 -0.166
C15 -2.593 3.605 -4.016
Cl2 -1.380 2.769 -4.993
Cl3 -3.888 2.480 -3.591
Cl4 -1.837 4.209 -2.544
Cl5 -3.267 4.961 -4.941
C16 -3.835 9.259 -4.248
Cl6 -4.130 8.099 -5.547
Cl7 -5.176 9.207 -3.096
Cl8 -2.331 8.843 -3.421
Cl9 -3.705 10.888 -4.928
C17 -4.066 -1.375 4.840
Cl10 -3.341 -0.418 3.540
Cl11 -5.806 -1.043 4.926
Cl12 -3.814 -3.095 4.516
Cl13 -3.314 -0.953 6.391
C18 4.372 4.419 0.318
Cl14 5.262 4.957 -1.116
Cl15 2.696 4.965 0.210
Cl16 4.430 2.660 0.423
Cl17 5.114 5.118 1.768
C19 3.058 6.086 5.049
Cl18 2.343 4.760 4.131
Cl19 1.908 6.643 6.275
Cl20 4.538 5.527 5.841
Cl21 3.447 7.424 3.958
C20 6.055 -1.023 -0.962
Cl22 6.210 -0.184 0.593
Cl23 5.616 0.124 -2.229
Cl24 7.618 -1.770 -1.357
Cl25 4.832 -2.278 -0.833

=====

[3]
C18H53InO19PS7 as an isolated structure, computed with ωB97M-V/def2-TZVPD.

charge = -1
max |F| = 0.490 eV Å⁻¹
calculated total energy = -148736.379 eV
HOMO = -4.37 eV
orbital gap = 5.70 eV

Cartesian coordinates (Å):
O1 -0.329 -5.049 2.425
P1 0.366 -5.482 1.142
In1 2.539 -6.851 1.360
S1 3.048 -7.710 -0.926
H1 0.509 -4.390 0.245
H2 -0.497 -6.262 0.313
H3 3.901 -5.865 1.791
H4 2.166 -8.107 2.495
H5 2.097 -8.633 -1.137
O2 0.613 -1.501 -3.590
S2 0.033 -2.810 -3.435
O3 0.050 -3.422 -2.148
O4 0.709 -3.768 -4.497
C1 2.165 -3.827 -4.508
C2 2.742 -4.590 -3.339
C3 -1.594 -2.838 -4.091
H6 2.539 -2.802 -4.557
H7 2.374 -4.312 -5.459
H8 2.578 -4.068 -2.398
H9 3.817 -4.709 -3.484
H10 2.299 -5.580 -3.242
H11 -1.588 -2.389 -5.082
H12 -2.192 -2.262 -3.390
H13 -1.927 -3.872 -4.123
O5 -3.968 0.570 0.266
S3 -2.723 0.070 -0.252
O6 -2.741 -1.146 -1.008
O7 -1.693 -0.064 0.939
C4 -2.090 -0.815 2.122
C5 -1.966 -2.317 2.010
C6 -1.880 1.310 -1.160
H14 -3.096 -0.486 2.389
H15 -1.402 -0.446 2.883
H16 -2.664 -2.740 1.288
H17 -2.156 -2.767 2.984
H18 -0.959 -2.610 1.718
H19 -1.862 2.236 -0.591
H20 -2.442 1.448 -2.081
H21 -0.881 0.941 -1.383
O8 1.928 5.020 -4.539
S4 0.610 4.505 -4.309
O9 0.328 3.886 -3.052
O10 0.226 3.534 -5.496
C7 1.163 2.451 -5.783
C8 1.052 1.331 -4.780
C9 -0.591 5.751 -4.620
H22 2.165 2.878 -5.832
H23 0.876 2.137 -6.785
H24 1.382 1.649 -3.793
H25 1.669 0.489 -5.092
H26 0.026 0.977 -4.702
H27 -0.380 6.210 -5.582
H28 -0.492 6.473 -3.812
H29 -1.575 5.291 -4.601
O11 -0.864 4.624 2.593
S5 -2.140 4.158 2.134
O12 -2.395 4.171 0.725
O13 -3.276 4.961 2.894
C10 -3.167 6.411 2.908
C11 -3.567 7.043 1.595
C12 -2.489 2.571 2.783
H30 -2.149 6.673 3.196
H31 -3.832 6.710 3.714
H32 -2.872 6.788 0.797
H33 -3.579 8.126 1.727
H34 -4.563 6.710 1.299
H35 -2.296 2.590 3.853
H36 -1.822 1.875 2.280
H37 -3.523 2.319 2.559
O14 5.687 -10.167 1.329
S6 6.538 -10.601 0.269
O15 6.290 -10.194 -1.077
O16 6.615 -12.196 0.327
C13 5.333 -12.878 0.401
C14 4.596 -12.891 -0.919
C15 8.220 -10.269 0.666
H38 4.744 -12.405 1.188
H39 5.605 -13.881 0.727
H40 4.280 -11.891 -1.209
H41 3.710 -13.521 -0.816
H42 5.228 -13.298 -1.708
H43 8.417 -10.610 1.678
H44 8.331 -9.189 0.592
H45 8.856 -10.772 -0.058
O17 -3.811 9.030 4.568
S7 -4.295 10.378 4.511
O18 -4.182 11.084 3.271
O19 -3.625 11.207 5.679
C16 -2.176 11.110 5.813
C17 -1.438 11.925 4.777
C18 -5.953 10.455 5.082
H46 -1.905 10.055 5.778
H47 -2.000 11.479 6.821
H48 -1.577 11.524 3.775
H49 -0.374 11.907 5.016
H50 -1.782 12.959 4.785
H51 -6.023 9.925 6.028
H52 -6.559 9.970 4.320
H53 -6.234 11.499 5.187

=====

[4]
An isolated ion of composition C6H14NO and charge +1 in a non-equilibrium geometry, computed with ωB97M-V/def2-TZVPD.

charge = +1
max |F| = 4.526 eV Å⁻¹
calculated total energy = -9972.325 eV
HOMO (spin up / spin down) = -11.27 / -15.15 eV
multiplicity = 3
orbital gap (spin up / spin down) = 8.25 / 7.45 eV

Cartesian coordinates (Å):
C1 1.785 0.227 -0.659
C2 -0.803 2.338 -0.221
C3 0.790 -2.545 -0.141
C4 0.294 -0.074 -0.328
C5 -1.915 0.575 0.791
C6 -0.586 0.991 0.507
N1 0.049 -1.367 0.428
O1 -1.236 -1.726 0.735
H1 2.471 -0.482 -0.040
H2 1.876 -0.003 -1.742
H3 2.033 1.289 -0.547
H4 -0.485 2.058 -1.245
H5 -1.832 2.894 -0.199
H6 -0.124 3.056 0.146
H7 1.889 -2.444 0.054
H8 0.481 -2.660 -1.269
H9 0.503 -3.392 0.340
H10 -0.301 -0.136 -1.304
H11 0.338 -1.067 1.360
H12 -2.400 0.908 1.729
H13 -2.753 0.279 0.093
H14 -0.075 1.280 1.512

=====

[5]
An isolated ion of composition C4H9O2 and charge -1 in a non-equilibrium geometry, computed with ωB97M-V/def2-TZVPD.

charge = -1
max |F| = 6.431 eV Å⁻¹
SMILES = [O-]CCCCO
calculated total energy = -8386.178 eV
HOMO = -2.11 eV
orbital gap = 5.78 eV

Cartesian coordinates (Å):
O1 0.224 -1.038 -2.452
C1 -0.194 -1.501 -1.252
C2 -1.243 -0.256 -0.387
C3 -0.287 0.256 0.851
C4 1.098 0.859 0.379
O2 1.352 2.143 1.014
H1 0.540 -1.588 -0.568
H2 -1.013 -2.308 -1.223
H3 -2.113 -0.671 0.175
H4 -1.557 0.332 -1.183
H5 -0.125 -0.768 1.367
H6 -0.997 0.928 1.422
H7 2.000 0.246 0.652
H8 1.114 1.107 -0.680
H9 1.201 2.259 1.886

=====

[6]
A 15-piece molecular cluster, C40H73F3N14O34 overall in a non-equilibrium geometry, computed with ωB97M-V/def2-TZVPD.

charge = 0
max |F| = 2.905 eV Å⁻¹
calculated total energy = -141249.734 eV
HOMO = -8.31 eV
orbital gap = 7.66 eV

Cartesian coordinates (Å):
C1 5.608 5.215 -0.763
C2 4.443 5.773 -1.234
C3 3.532 6.617 -0.250
C4 2.039 6.493 -0.662
C5 1.348 7.670 -1.173
C6 2.024 9.056 -1.340
C7 3.035 8.915 -2.585
C8 -0.073 7.584 -1.577
C9 -0.703 6.302 -1.473
C10 0.002 5.122 -0.990
C11 1.376 5.217 -0.562
C12 2.064 3.925 -0.010
O1 1.390 3.669 1.268
C13 2.135 2.853 2.064
F1 1.434 2.708 3.236
F2 2.214 1.615 1.504
F3 3.343 3.352 2.413
C14 -0.819 3.800 -0.982
O2 -0.338 2.710 -1.137
C15 -2.338 3.985 -0.727
C16 -3.019 2.796 0.027
C17 -3.620 1.847 -1.112
C18 -3.322 0.346 -0.876
O3 -4.243 -0.434 -0.915
O4 -2.054 -0.156 -0.668
C19 -3.012 5.091 -1.127
O5 -4.346 5.160 -0.799
C20 -5.184 5.639 -1.878
C21 -5.716 7.095 -1.586
C22 -4.703 8.015 -0.814
C23 -7.113 7.126 -0.852
C24 -7.252 5.970 0.219
C25 -8.322 7.128 -1.889
C26 -2.197 6.157 -1.889
O6 -2.590 6.853 -2.789
H1 6.397 5.811 -0.242
H2 5.719 4.110 -0.869
H3 4.060 5.643 -2.269
H4 3.902 7.673 -0.319
H5 3.619 6.282 0.806
H6 1.310 9.857 -1.630
H7 2.669 9.328 -0.472
H8 2.908 7.894 -3.024
H9 4.102 9.002 -2.267
H10 2.816 9.651 -3.394
H11 -0.629 8.462 -1.954
H12 1.911 3.078 -0.710
H13 3.133 4.183 0.151
H14 -2.274 2.248 0.658
H15 -3.856 3.136 0.676
H16 -3.106 2.121 -2.075
H17 -4.705 2.012 -1.276
H18 -2.157 -0.794 0.070
H19 -6.067 4.946 -1.933
H20 -4.689 5.549 -2.878
H21 -5.865 7.570 -2.594
H22 -5.271 8.866 -0.351
H23 -3.939 8.489 -1.480
H24 -4.157 7.516 0.020
H25 -7.237 8.078 -0.273
H26 -7.367 4.982 -0.282
H27 -8.137 6.113 0.882
H28 -6.315 6.012 0.836
H29 -9.094 7.890 -1.586
H30 -7.953 7.480 -2.890
H31 -8.825 6.132 -1.947
C27 -2.828 -4.219 1.317
N1 -2.049 -3.394 2.277
O7 -1.517 -3.966 3.214
O8 -1.993 -2.201 2.058
H32 -2.789 -5.255 1.634
H33 -3.852 -3.851 1.322
H34 -2.372 -4.099 0.338
C28 -1.050 -7.439 -1.056
N2 -2.524 -7.277 -1.152
O9 -3.022 -6.320 -0.584
O10 -3.131 -8.113 -1.789
H35 -0.645 -6.626 -0.461
H36 -0.857 -8.397 -0.581
H37 -0.649 -7.412 -2.068
C29 -0.554 -1.537 -3.392
N3 -0.645 -2.907 -3.960
O11 0.167 -3.729 -3.575
O12 -1.527 -3.110 -4.771
H38 0.270 -1.505 -2.689
H39 -0.385 -0.849 -4.218
H40 -1.496 -1.325 -2.891
C30 7.290 0.236 -0.093
N4 6.985 1.559 -0.704
O13 5.811 1.833 -0.886
O14 7.928 2.272 -0.978
H41 6.358 -0.284 0.096
H42 7.906 -0.316 -0.799
H43 7.823 0.420 0.833
C31 -9.884 11.855 -1.695
N5 -9.334 10.501 -1.417
O15 -8.214 10.435 -0.953
O16 -10.053 9.553 -1.677
H44 -9.141 12.596 -1.417
H45 -10.104 11.908 -2.758
H46 -10.787 11.970 -1.100
C32 0.494 -7.108 3.490
N6 0.671 -7.476 2.059
O17 1.521 -6.881 1.425
O18 -0.052 -8.351 1.622
H47 1.200 -6.322 3.738
H48 -0.529 -6.762 3.616
H49 0.685 -8.000 4.083
C33 8.795 -3.245 2.741
N7 8.500 -1.921 2.131
O19 7.327 -1.639 1.942
O20 9.448 -1.214 1.863
H50 7.859 -3.761 2.924
H51 9.411 -3.801 2.038
H52 9.325 -3.066 3.674
C34 2.392 -2.723 0.099
N8 0.945 -2.949 -0.158
O21 0.561 -4.100 -0.214
O22 0.250 -1.960 -0.292
H53 2.883 -3.687 0.197
H54 2.792 -2.169 -0.747
H55 2.475 -2.150 1.020
C35 -0.874 5.932 2.885
N9 -1.217 7.233 2.250
O23 -2.395 7.471 2.058
O24 -0.291 7.966 1.968
H56 -1.792 5.386 3.080
H57 -0.238 5.385 2.190
H58 -0.348 6.149 3.813
C36 4.921 -4.752 4.410
N10 5.684 -5.813 3.697
O25 5.049 -6.627 3.058
O26 6.897 -5.787 3.807
H59 3.862 -4.900 4.223
H60 5.143 -4.846 5.470
H61 5.253 -3.792 4.020
C37 5.459 -9.775 1.929
N11 5.937 -11.163 2.173
O27 7.045 -11.298 2.658
O28 5.182 -12.065 1.869
H62 6.229 -9.079 2.246
H63 5.265 -9.678 0.864
H64 4.550 -9.635 2.510
C38 -0.235 -10.291 -4.363
N12 0.535 -9.457 -3.404
O29 1.059 -10.021 -2.462
O30 0.587 -8.262 -3.630
H65 -0.194 -11.324 -4.038
H66 -1.260 -9.927 -4.365
H67 0.226 -10.177 -5.341
C39 -1.295 -3.374 6.975
N13 -0.663 -4.687 7.275
O31 0.465 -4.675 7.731
O32 -1.322 -5.680 7.040
H68 -0.597 -2.583 7.231
H69 -1.525 -3.357 5.911
H70 -2.200 -3.299 7.574
C40 0.918 -15.039 -4.191
N14 0.473 -13.797 -4.877
O33 -0.720 -13.655 -5.066
O34 1.340 -13.008 -5.201
H71 0.045 -15.643 -3.963
H72 1.587 -15.566 -4.868
H73 1.432 -14.743 -3.279

=====

[7]
C8H10O3 as an isolated structure in a non-equilibrium geometry, computed with ωB97M-V/def2-TZVPD.

charge = 0
max |F| = 6.034 eV Å⁻¹
calculated total energy = -14594.731 eV
HOMO (spin up / spin down) = -6.55 / -9.44 eV
multiplicity = 3
orbital gap (spin up / spin down) = 7.04 / 7.79 eV

Cartesian coordinates (Å):
C1 -0.804 -1.851 -0.939
C2 -1.273 -1.656 0.342
C3 0.079 -1.022 -1.584
C4 0.774 0.087 -0.660
C5 -1.463 -0.432 0.936
C6 0.018 0.715 0.361
C7 1.224 1.170 -1.701
C8 0.775 1.140 1.641
O1 0.454 -1.104 -2.742
O2 -1.367 0.754 0.230
O3 -1.892 -0.416 2.282
H1 -1.166 -2.835 -1.414
H2 -1.442 -2.325 1.183
H3 1.728 -0.485 -0.202
H4 0.391 1.738 -1.931
H5 1.773 0.607 -2.563
H6 2.018 1.773 -1.224
H7 0.528 0.394 2.433
H8 0.266 2.053 1.968
H9 1.655 1.227 1.158
H10 -2.276 0.468 2.424

=====

[8]
A 2-piece molecular cluster, C6H12N2O2 overall in a non-equilibrium geometry, computed with ωB97M-V/def2-TZVPD.

charge = 0
max |F| = 2.484 eV Å⁻¹
SMILES = C[C@]12C[C@H]1N(C(=O)O)C2.N
calculated total energy = -13490.219 eV
HOMO = -8.74 eV
orbital gap = 9.55 eV

Cartesian coordinates (Å):
C1 -3.082 -0.184 -0.238
C2 -1.709 0.303 0.112
C3 -1.384 1.713 0.527
C4 -0.733 1.138 -0.698
N1 0.351 0.250 -0.319
C5 1.638 0.605 -0.092
O1 2.367 1.135 -0.918
O2 1.974 0.462 1.202
C6 -0.535 -0.614 0.486
H1 -3.031 -1.046 -0.918
H2 -3.629 -0.492 0.664
H3 -3.660 0.611 -0.729
H4 -2.173 2.439 0.324
H5 -0.783 1.914 1.418
H6 -0.812 1.548 -1.704
H7 2.340 1.295 1.522
H8 -0.271 -0.676 1.551
H9 -0.622 -1.622 0.059
N2 3.282 -1.972 -0.507
H10 3.222 -2.234 -1.489
H11 4.260 -1.796 -0.293
H12 2.989 -2.778 0.041

=====

[9]
A 2-piece molecular cluster, C4H8N2O overall in a non-equilibrium geometry, computed with ωB97M-V/def2-TZVPD.

charge = 0
max |F| = 3.379 eV Å⁻¹
SMILES = CC(N)=O.CC#N
calculated total energy = -9305.261 eV
HOMO = -9.63 eV
orbital gap = 10.56 eV

Cartesian coordinates (Å):
C1 0.708 0.789 -2.199
C2 0.448 0.249 -0.810
N1 1.546 -0.270 -0.184
O1 -0.653 0.269 -0.276
H1 -0.234 1.183 -2.616
H2 1.083 -0.005 -2.866
H3 1.449 1.605 -2.171
H4 2.465 -0.286 -0.632
H5 1.430 -0.650 0.759
C3 -1.843 -0.352 1.780
C4 -0.445 -0.736 1.937
N2 0.677 -1.044 2.062
H6 -1.925 0.735 1.613
H7 -2.416 -0.613 2.686
H8 -2.290 -0.875 0.918

=====

[10]
A 2-piece molecular cluster, C2H3ClO2P overall in a non-equilibrium geometry, computed with ωB97M-V/def2-TZVPD.

charge = -1
max |F| = 2.396 eV Å⁻¹
calculated total energy = -28028.712 eV
HOMO = -3.37 eV
orbital gap = 7.32 eV

Cartesian coordinates (Å):
C1 3.211 -0.173 0.185
C2 0.887 0.187 -0.581
O1 3.029 -0.409 1.326
O2 3.784 -0.009 -0.802
P1 -0.673 -0.625 -0.086
Cl1 0.766 1.984 0.053
H1 0.613 0.414 -1.653
H2 -1.299 0.537 0.321
H3 -0.387 -0.712 1.293